174
Properties=species:S:1:pos:R:3:lowdin_charge:R:1 method="wB97M-V/def2-TZVPD" gap_ev=7.15 charge=+1 e_tot_ha=-4113.9782 homo_ev=-10.4
I 1.25 4.45 -1.56 1.017
S 0.88 0.11 3.83 0.957
O 3.08 -2.92 2.30 -0.039
O 4.28 -2.41 -1.41 0.139
O 0.51 -5.97 1.13 -0.043
O 3.33 -3.31 -3.25 0.054
O 3.26 -1.02 1.06 0.117
N 0.05 -0.75 -0.54 0.071
C -0.67 2.81 2.26 -0.137
C -0.22 -1.04 -1.95 -0.082
C 2.52 -6.48 -7.26 -0.098
C -3.86 3.36 7.47 -0.093
C -0.01 -3.23 -0.10 -0.086
C 2.82 -5.51 -6.32 -0.101
C 3.67 -1.72 1.96 -0.440
C 3.43 -2.34 -2.26 -0.479
C 1.29 -4.04 -0.19 -0.139
C 2.38 -1.24 -2.34 -0.075
C -5.47 3.14 0.39 -0.107
C 0.58 -0.26 2.12 -0.415
C -7.20 -7.26 3.78 -0.105
C 1.61 1.87 -3.06 -0.154
C -10.88 3.62 3.33 -0.096
C 0.00 1.75 -1.01 -0.183
C -7.54 1.95 0.11 -0.082
C 5.62 6.20 -1.10 -0.089
C -2.19 -8.73 -0.19 -0.112
C 1.02 -5.55 -0.13 -0.249
C 5.96 5.90 1.64 -0.096
C 4.98 -6.51 -5.97 -0.092
C 0.45 0.80 1.21 -0.175
C 10.84 9.26 -4.47 -0.094
C -3.07 -8.63 0.88 -0.095
C 6.83 6.52 -0.51 -0.086
C 4.57 5.73 -0.31 -0.127
C -3.16 3.06 6.31 -0.099
C 3.96 4.70 -7.34 -0.090
C 10.38 7.27 -3.20 -0.100
C -11.51 1.85 4.83 -0.094
C 3.66 4.47 -4.96 -0.117
C 4.68 -7.49 -6.90 -0.092
C 9.58 9.18 -5.05 -0.095
C 5.06 3.86 -7.28 -0.090
C -5.01 2.62 -0.81 -0.110
C 0.63 2.22 1.72 -0.181
C -6.00 -6.96 4.41 -0.108
C 7.01 6.37 0.86 -0.088
C -4.37 -8.21 0.67 -0.088
C -10.19 1.76 5.27 -0.096
C -1.83 2.08 2.27 0.000
C 9.11 7.20 -3.77 -0.111
C 0.96 -1.74 -2.71 -0.118
C -9.22 2.60 4.74 -0.099
C -6.73 2.80 0.86 -0.086
C 5.46 3.32 -6.06 -0.094
C -8.28 -7.69 4.53 -0.093
C -4.59 4.54 5.07 -0.095
C -3.93 -8.01 -1.69 -0.095
C 11.24 8.30 -3.55 -0.095
C 3.45 -7.48 -7.55 -0.093
C -5.88 -7.09 5.79 -0.099
C 3.26 5.01 -6.18 -0.091
C 8.72 8.16 -4.70 -0.096
C 4.76 3.63 -4.91 -0.105
C 0.63 -2.70 2.65 -0.103
C 0.18 0.53 -0.10 -0.105
C -2.62 -8.41 -1.48 -0.101
C 4.92 -1.34 2.76 -0.123
C 4.06 -5.52 -5.68 -0.102
C 0.17 -1.79 0.32 -0.083
C -3.53 3.65 5.11 -0.098
C -11.85 2.78 3.86 -0.094
C -6.96 -7.53 6.53 -0.094
C 4.74 5.58 1.06 -0.102
C 0.45 -1.57 1.66 -0.149
C -4.91 4.25 7.44 -0.089
C -8.16 -7.82 5.91 -0.092
C -9.57 3.54 3.78 -0.109
C 5.30 0.13 2.46 -0.077
C -4.81 -7.90 -0.62 -0.088
C -5.82 1.77 -1.55 -0.101
C 1.37 2.26 -1.58 -0.643
C -7.09 1.44 -1.09 -0.090
C 2.04 -2.77 3.27 -0.170
C -5.28 4.84 6.24 -0.092
H -2.73 -8.88 1.88 0.103
H 0.39 -3.69 2.27 0.099
H -8.81 4.20 3.37 0.090
H 0.24 1.29 4.03 -0.083
H 1.38 2.69 -3.75 0.044
H -9.22 -7.92 4.04 0.102
H 2.03 -3.80 0.58 0.112
H 2.06 -3.66 3.91 0.143
H 2.19 2.02 -0.91 0.085
H 9.27 9.93 -5.77 0.101
H 2.69 1.69 -3.19 0.078
H 3.64 5.12 -8.28 0.103
H -4.84 3.80 0.98 0.093
H 5.72 -2.05 2.51 0.133
H -5.46 1.36 -2.49 0.097
H 10.69 6.52 -2.48 0.100
H -3.57 2.89 8.41 0.102
H 2.44 -0.67 -1.40 0.110
H -0.08 -2.53 3.49 0.131
H -0.55 -3.36 -1.04 0.114
H 6.10 5.78 2.71 0.100
H -11.15 4.35 2.57 0.101
H 4.29 -4.75 -4.95 0.078
H -5.45 4.49 8.35 0.104
H -0.19 -6.60 0.92 0.083
H 3.21 -8.24 -8.27 0.103
H 1.47 2.26 2.43 0.104
H 5.48 6.31 -2.17 0.099
H 2.29 -1.92 3.93 0.071
H 4.66 -1.49 3.82 0.120
H -6.11 5.54 6.21 0.104
H 2.10 -4.73 -6.09 0.094
H 0.85 -2.82 -2.65 0.095
H 2.73 -0.56 -3.13 0.114
H -7.29 -7.15 2.71 0.094
H -4.27 -7.77 -2.69 0.102
H 5.40 -8.27 -7.13 0.103
H 7.96 6.62 1.31 0.103
H 5.07 3.20 -3.96 0.098
H -1.97 1.21 2.92 0.075
H -2.68 2.36 1.63 0.062
H 3.12 4.71 -4.06 0.040
H -0.72 1.59 -1.82 0.119
H 1.08 0.95 -3.32 0.053
H 3.93 5.22 1.67 0.093
H 0.80 -1.48 -3.77 0.126
H -5.83 -7.58 -0.78 0.103
H 5.45 0.21 1.38 0.080
H 1.56 -6.47 -7.76 0.100
H 1.78 -3.87 -1.16 0.082
H 7.73 8.10 -5.15 0.100
H -1.08 -1.72 -2.00 0.133
H -12.87 2.85 3.52 0.102
H 0.93 2.88 0.90 0.056
H 6.19 0.39 3.03 0.081
H 3.62 5.48 -0.77 -0.041
H 8.44 6.40 -3.50 0.091
H -7.72 0.78 -1.67 0.103
H -2.98 3.42 4.20 0.064
H -0.66 3.85 2.63 0.116
H 5.95 -6.51 -5.48 0.102
H 6.32 2.66 -6.02 0.102
H -7.09 3.20 1.80 0.087
H -9.92 1.03 6.02 0.101
H -6.87 -7.64 7.61 0.102
H -4.94 -6.86 6.27 0.099
H -4.88 5.00 4.14 0.098
H 1.97 -6.03 -0.41 0.126
H -8.53 1.70 0.47 0.106
H -12.26 1.20 5.25 0.102
H -1.93 -8.49 -2.31 0.100
H 3.19 -4.16 -2.81 0.111
H 4.44 0.75 2.73 0.072
H 2.40 5.67 -6.22 0.102
H -2.33 2.36 6.34 0.094
H -0.50 -0.16 -2.52 0.103
H -8.20 2.53 5.09 0.097
H -0.40 2.58 -0.43 0.045
H -4.02 2.89 -1.17 0.091
H -9.01 -8.16 6.49 0.103
H 0.33 -5.78 -0.96 0.127
H -5.15 -6.61 3.82 0.092
H 12.22 8.36 -3.10 0.101
H -0.65 -3.69 0.67 0.127
H 7.65 6.89 -1.13 0.088
H 5.61 3.63 -8.18 0.104
H -5.06 -8.13 1.50 0.088
H -1.17 -9.05 -0.03 0.100
H 11.51 10.06 -4.74 0.102


255
Properties=species:S:1:pos:R:3:lowdin_charge:R:1 method="wB97M-V/def2-TZVPD" gap_ev=7.31 relative_energy_kcal_mol=85.58 charge=+7 e_tot_ha=-3861.1858 homo_ev=-19.6
O 2.92 -29.95 32.21 -0.011
O 3.55 -31.42 34.45 -0.009
O 6.82 -31.08 30.01 -0.132
O 7.71 -32.37 32.73 -0.109
N -0.80 -30.82 26.32 -0.236
N 4.25 -34.95 30.14 -0.209
N 4.82 -27.73 35.48 -0.203
N 10.90 -34.49 31.58 -0.223
N 10.35 -32.48 36.89 -0.208
N -0.04 -32.25 33.61 -0.212
N 8.72 -28.55 26.98 -0.211
N 12.13 -26.62 32.86 -0.213
N 2.18 -26.20 29.92 -0.238
C 0.55 -33.52 34.31 -0.069
C 5.78 -31.71 33.66 -0.024
C -2.04 -30.74 33.79 -0.091
C -2.39 -32.47 27.04 -0.163
C 4.41 -31.21 33.57 -0.357
C -2.20 -30.25 26.26 -0.085
C 10.01 -34.76 32.78 0.028
C 0.39 -32.07 32.13 0.002
C -3.01 -31.14 27.17 -0.139
C 5.31 -27.53 34.03 -0.140
C 10.10 -29.91 32.04 -0.078
C 0.77 -36.08 34.28 -0.092
C 5.42 -28.98 36.24 -0.083
C 10.95 -28.98 32.92 -0.221
C -0.10 -30.59 27.67 -0.125
C 8.91 -33.07 36.81 -0.065
C 12.41 -34.39 31.93 -0.129
C 1.18 -26.89 28.98 0.036
C 4.29 -27.06 29.05 -0.129
C 6.17 -31.11 31.19 -0.346
C 13.16 -25.84 32.02 -0.065
C 10.11 -31.22 36.10 -0.103
C 0.93 -26.82 32.15 -0.216
C -1.57 -32.24 33.57 -0.059
C 6.96 -25.39 25.61 -0.057
C 8.45 -30.94 26.57 -0.154
C 1.43 -25.71 31.16 -0.096
C -1.19 -32.30 26.09 -0.060
C 0.13 -30.34 25.12 0.062
C 10.16 -29.09 26.58 -0.052
C 3.33 -27.14 30.25 -0.119
C 4.53 -33.89 28.96 -0.081
C 7.18 -26.60 26.56 -0.250
C 0.35 -30.97 34.40 -0.091
C 3.96 -25.69 28.31 -0.127
C 4.92 -30.58 31.09 -0.059
C 3.66 -34.94 32.49 -0.137
C 11.66 -27.89 32.10 -0.110
C 6.79 -27.51 33.83 -0.210
C 7.99 -31.95 36.93 -0.195
C 8.69 -30.69 36.53 -0.121
C 1.37 -31.03 27.69 -0.178
C 12.96 -27.03 34.13 -0.105
C 0.21 -34.87 33.59 -0.229
C 9.25 -33.79 29.80 -0.135
C 0.27 -26.21 33.39 -0.051
C 5.14 -26.46 36.27 0.058
C 9.35 -35.29 29.79 -0.154
C 4.47 -29.33 37.39 -0.092
C 10.90 -25.78 33.32 0.049
C 3.65 -36.24 29.62 0.063
C 9.93 -30.58 26.26 -0.114
C 5.58 -35.12 30.94 -0.063
C 2.02 -30.98 29.15 -0.049
C 3.30 -27.99 35.52 -0.078
C 7.01 -27.55 32.29 -0.060
C 10.67 -35.64 30.49 -0.037
C 11.55 -33.20 36.31 0.031
C 8.57 -27.13 26.39 -0.137
C 10.77 -32.13 38.37 -0.102
C 3.98 -30.56 32.20 -0.375
C 10.37 -33.30 30.77 -0.079
C 3.41 -34.19 31.21 -0.109
C 13.05 -35.32 32.92 -0.260
C 3.12 -29.02 36.65 -0.147
C 5.46 -33.13 26.73 -0.076
C 5.19 -35.21 32.44 -0.102
C 8.61 -28.59 28.51 0.018
C -0.75 -29.95 34.15 -0.154
C 6.59 -31.71 32.52 -0.337
C 7.70 -29.63 26.41 -0.077
C 13.85 -25.89 34.40 -0.155
C 5.35 -34.39 27.69 -0.157
C 14.10 -25.22 33.05 -0.126
C 14.43 -34.93 33.36 -0.057
C 11.12 -32.95 40.84 -0.045
C 2.95 -25.02 29.21 -0.050
C 11.17 -33.29 39.29 -0.202
H 8.57 -35.82 30.34 0.096
H 7.56 -31.94 37.94 0.133
H 12.37 -32.48 36.22 0.121
H 2.18 -24.43 28.72 0.148
H 11.58 -35.59 29.90 0.133
H 2.96 -28.11 30.57 0.096
H 13.29 -25.15 34.98 0.122
H 10.87 -28.88 27.38 0.127
H 10.96 -30.56 36.24 0.129
H 7.01 -25.76 24.58 0.092
H 11.77 -32.10 41.04 0.079
H 4.82 -26.72 37.28 0.118
H 4.54 -30.18 30.16 0.088
H 0.59 -25.13 30.77 0.142
H 4.59 -25.67 35.76 0.116
H -1.85 -32.58 32.57 0.124
H 3.40 -24.41 30.00 0.139
H 8.07 -27.52 32.02 0.053
H 1.48 -32.12 32.18 0.075
H 1.80 -35.95 34.59 0.071
H 1.33 -32.06 27.36 0.096
H 2.25 -29.96 29.43 0.048
H 11.59 -33.74 41.43 0.089
H 4.32 -30.39 37.58 0.122
H 11.72 -29.48 33.51 0.104
H -1.94 -32.89 34.37 0.138
H 8.28 -31.20 27.61 0.089
H 12.31 -27.29 34.97 0.137
H 9.44 -33.43 28.79 0.112
H 8.25 -33.50 30.15 0.083
H 10.53 -28.52 25.72 0.131
H 3.03 -28.50 34.60 0.110
H -0.33 -32.89 26.40 0.123
H 4.32 -36.62 28.85 0.110
H 4.96 -32.97 29.38 0.096
H -0.39 -26.99 33.77 0.064
H 8.81 -33.51 35.82 0.130
H 2.98 -31.47 29.23 0.044
H 7.98 -31.60 25.84 0.120
H 12.17 -33.59 38.97 0.102
H 4.52 -32.71 26.37 0.070
H 3.36 -34.35 33.36 0.109
H 0.00 -31.15 31.71 0.106
H 12.57 -25.07 31.52 0.136
H 0.77 -27.75 29.50 0.079
H 6.04 -32.27 27.05 0.040
H 7.77 -24.67 25.65 0.094
H 10.31 -30.81 25.27 0.131
H 9.97 -31.60 38.90 0.125
H 14.40 -34.53 34.37 0.079
H 14.66 -26.26 35.02 0.145
H 9.20 -27.79 28.96 0.100
H -0.42 -30.43 24.18 0.112
H 11.38 -31.23 38.30 0.137
H 0.34 -31.25 35.45 0.137
H 11.32 -33.54 35.30 0.073
H 14.87 -34.23 32.65 0.089
H 1.77 -27.47 32.38 0.081
H 6.60 -28.49 31.90 0.062
H -0.26 -25.30 33.11 0.098
H 10.77 -36.58 31.04 0.139
H 10.58 -30.50 31.26 0.070
H 2.39 -34.13 30.82 0.118
H -4.06 -31.05 26.88 0.150
H 1.99 -30.48 26.99 0.099
H 2.65 -35.91 29.36 0.115
H 3.63 -36.96 30.44 0.115
H 10.06 -31.48 35.04 0.115
H 6.04 -24.89 25.91 0.071
H -0.57 -29.16 33.41 0.081
H -0.87 -34.94 33.70 0.115
H -0.26 -29.63 28.15 0.124
H 6.15 -32.19 34.55 0.088
H 6.46 -28.77 36.50 0.109
H -2.38 -30.29 32.86 0.107
H 12.90 -36.25 32.37 0.123
H 3.76 -25.80 27.24 0.121
H 12.56 -33.42 32.40 0.128
H 6.50 -26.76 31.76 0.075
H 9.37 -29.31 31.50 0.053
H 11.10 -27.54 31.23 0.124
H 3.90 -26.67 31.05 0.124
H 6.77 -29.58 26.99 0.116
H -0.71 -31.17 28.36 0.114
H 2.17 -25.05 31.61 0.131
H 0.19 -36.17 35.20 0.095
H 10.48 -35.57 33.33 0.099
H 1.12 -30.77 24.94 0.099
H 9.00 -35.06 32.51 0.107
H -2.44 -30.36 25.20 0.148
H -3.01 -33.20 26.53 0.140
H 1.36 -30.64 34.14 0.088
H 9.34 -26.49 26.83 0.147
H 0.47 -34.85 32.54 0.091
H 4.96 -28.38 33.43 0.114
H 11.03 -24.89 33.93 0.121
H 2.72 -27.12 35.81 0.132
H 6.10 -34.18 30.78 0.104
H 13.58 -27.86 33.78 0.138
H 7.54 -28.49 28.70 0.084
H -2.06 -33.00 27.94 0.121
H 0.64 -37.03 33.75 0.098
H 9.53 -30.58 32.68 0.052
H 8.79 -33.86 37.56 0.146
H 4.81 -25.00 28.34 0.111
H 5.34 -27.25 29.26 0.095
H 1.03 -26.01 34.15 0.073
H 7.25 -26.65 34.32 0.112
H 8.77 -30.00 37.37 0.120
H 7.14 -26.17 27.56 0.098
H 6.31 -34.85 27.89 0.101
H 10.64 -34.21 39.06 0.108
H 7.02 -32.11 36.46 0.108
H 10.57 -31.14 26.93 0.107
H 13.92 -24.15 33.15 0.129
H 9.06 -29.54 28.79 0.091
H 0.09 -32.88 31.46 0.092
H 11.80 -34.13 36.83 0.114
H 0.11 -33.47 35.30 0.140
H 12.49 -35.44 33.85 0.096
H 3.94 -27.83 28.37 0.096
H 10.29 -28.53 33.66 0.091
H 5.61 -29.78 35.52 0.097
H -0.84 -29.33 35.04 0.121
H -1.44 -32.39 25.03 0.147
H 10.51 -25.39 32.37 0.097
H -2.02 -29.21 26.54 0.143
H 2.52 -29.83 36.25 0.091
H 6.45 -27.40 26.44 0.101
H 8.83 -27.22 25.34 0.139
H 7.52 -29.39 25.36 0.146
H 8.18 -30.10 35.77 0.086
H 4.69 -28.96 38.39 0.126
H 0.25 -27.34 31.47 0.097
H 12.58 -28.36 31.74 0.132
H 4.89 -26.60 33.64 0.137
H 6.21 -26.25 36.30 0.105
H -2.83 -30.53 34.51 0.127
H 13.74 -26.52 31.40 0.140
H 10.08 -26.41 33.68 0.077
H 2.33 -28.72 37.34 0.125
H 1.59 -27.26 28.04 0.106
H 6.17 -35.96 30.57 0.128
H 4.80 -35.19 27.20 0.103
H 3.73 -33.15 31.27 0.109
H 5.71 -34.51 33.09 0.101
H 10.13 -33.80 33.28 0.082
H 6.03 -33.32 25.82 0.080
H 15.15 -25.27 32.77 0.136
H -2.84 -30.83 28.20 0.118
H 1.41 -31.44 29.93 0.047
H 0.31 -29.29 25.38 0.100
H 3.09 -35.86 32.39 0.111
H 9.99 -32.51 31.43 0.082
H 15.03 -35.84 33.41 0.103
H 9.30 -35.57 28.74 0.130
H 1.61 -33.28 34.41 0.106
H 0.34 -26.21 28.82 0.120
H 5.34 -36.22 32.82 0.122
H 12.92 -34.45 30.97 0.140
H 7.14 -28.43 34.28 0.094
H 11.26 -32.99 30.22 0.130
H 3.57 -33.64 28.52 0.108
H 10.14 -32.69 41.24 0.080